# 1
# C10H11BrF2N2

2 unconnected molecules or ions with the total composition C10H11BrF2N2 (ωB97M-V/def2-TZVPD, OMol25).

Results
Highest occupied orbital energy, eV: -8.2207
Charge: 0
Total energy, hartree: -3270.7894
Orbital gap, eV: 8.89
Energy relative to the best compared isomer or geometry (same formula, charge and spin), kJ/mol: 10.5

Geometry (Å):
1 N 0.88546 -1.69253 -0.68197
2 H -1.18467 -0.68764 -1.54662
3 H 2.82794 0.34369 -2.41309
4 H -4.42456 0.31128 1.07955
5 H -2.85004 0.48315 3.03487
6 C -3.01176 -0.35626 -0.30781
7 C 2.25795 -0.13940 -1.52819
8 H 1.22906 -2.42744 -0.17032
9 C -3.41536 0.11355 0.92854
10 H 0.57227 1.23257 -1.10033
11 C -1.65026 -0.52570 -0.58500
12 C -2.49671 0.26207 1.96679
13 H 1.88411 1.51694 -0.06108
14 C -0.76822 -0.40992 0.47147
15 H 1.39024 -0.57913 1.09775
16 Br 5.31642 0.80872 -0.41972
17 F 3.56219 -0.62280 1.03294
18 N 1.69204 -1.34972 -1.78382
19 C -1.20470 -0.00603 1.71115
20 F 4.42104 -1.70941 -0.70312
21 C 3.86594 -0.54807 -0.26644
22 H 2.28461 -2.17051 -2.01863
23 H -0.40700 -0.01001 2.39754
24 C 1.35680 0.61425 -0.59862
25 C 0.73951 -0.56100 0.18721
26 H -3.67827 -0.27877 -1.17348

***

# 2
# C39H77ClN2O12P2S

3 unconnected molecules or ions with the total composition C39H77ClN2O12P2S (ωB97M-V/def2-TZVPD, OMol25).

Results
Highest occupied orbital energy, eV: -7.9869
Charge: 0
Total energy, hartree: -4085.6022
Orbital gap, eV: 8.38
Energy relative to the best compared isomer or geometry (same formula, charge and spin), kJ/mol: 0.0
Structure (SMILES): C#CCN(CCN(CC)C(C)=O)[C@@H](CCCCCCC)[C@](CC=C)(CC=O)O[C@](O)(S)[C@@H](Cl)CC.CCOP(=O)(OCC)OCC.CCOP(=O)(OCC)OCC

Geometry (Å):
1 H 5.01931 -0.49888 1.47063
2 H 0.92909 9.53621 -2.61923
3 H 1.00053 -4.90503 2.95233
4 H -0.97679 5.45345 1.06906
5 H 0.25812 2.09629 3.22994
6 C -1.92914 5.39928 1.60456
7 C -0.17425 -4.98490 -2.58299
8 C -0.27004 -4.98420 -1.05541
9 H 5.60263 2.26890 1.25739
10 C -2.45713 -2.85328 -2.05367
11 O -2.13153 8.37961 -5.11668
12 H 4.72506 -6.63037 1.39049
13 H 3.52717 1.13503 3.19688
14 H 0.70438 5.76519 -0.98502
15 C 0.94822 -5.38095 -3.20859
16 C -0.05075 1.05415 3.30922
17 H 2.64080 -3.60862 -0.47378
18 H 0.74772 10.13558 -5.04035
19 H 3.40501 -4.35587 2.62351
20 H 0.33395 -1.91307 0.30926
21 H -4.23339 -2.17915 2.47077
22 Cl -2.23004 -3.50104 3.58433
23 H -5.86842 -4.37424 2.58350
24 C 2.84888 -4.99763 1.94040
25 H -1.02705 4.92319 -2.47640
26 H 2.67212 -1.22378 -1.80603
27 C 0.64075 -2.96012 0.23353
28 C 2.53895 -7.08719 4.83364
29 H 3.08954 2.58203 2.27827
30 H -0.50343 0.93922 4.29584
31 C 3.38833 0.79100 1.08434
32 C 5.20818 2.10737 2.26130
33 H 1.35027 -4.89249 -4.08892
34 H 0.72908 -5.29817 -0.75414
35 C 0.16844 6.48063 -1.61028
36 H 2.95618 -2.78889 5.64671
37 H 4.32201 -2.43478 0.02803
38 H -1.86143 6.06006 2.46855
39 C 3.82606 -7.22067 1.60952
40 C 2.49599 -2.75916 4.68505
41 H -3.59069 0.32085 -0.48862
42 C 3.95815 -0.62745 1.23302
43 C 1.33103 -4.68657 1.92885
44 H -3.85974 6.98864 -6.78821
45 C 0.95605 -2.30584 2.57034
46 H -2.31110 1.27819 -1.22846
47 C -3.23771 -4.11750 2.23399
48 H -1.48920 -0.31051 2.49739
49 C -0.64364 -3.62871 -0.41098
50 O -3.33406 -2.02068 -2.03067
51 H -0.92097 -5.82601 -0.80381
52 C 3.90914 -1.42937 -0.08342
53 H 2.29365 0.69555 1.05676
54 H -2.29653 6.21471 -6.62266
55 S -3.55770 -5.39736 -0.14719
56 C 2.51309 -1.49131 -0.75678
57 O -1.64389 -3.56154 0.61524
58 H 3.06141 -7.87816 5.37098
59 H 0.88281 -5.48946 1.34455
60 H 3.67592 1.23550 0.12593
61 H -1.90194 -5.94556 2.43566
62 C 0.02021 10.01020 -3.00098
63 C 0.31941 10.78530 -4.26937
64 H -1.27748 8.60535 -7.00004
65 H -2.72029 7.02237 -8.14232
66 C 3.12417 -7.61685 0.29577
67 H -0.33282 -2.36980 -2.20492
68 H -3.00055 6.91249 0.48896
69 O -2.13136 4.08100 2.10639
70 H -4.07401 -2.70062 0.80787
71 O -1.36031 6.63114 -3.51437
72 H -2.69165 -3.83981 -2.48748
73 H -1.25352 -1.61604 -0.93039
74 H 1.83614 -0.72785 -0.37005
75 H 1.48894 -6.21103 -2.75165
76 C -4.03422 2.43212 -0.59118
77 C -1.09582 -2.56501 -1.45047
78 C -4.27428 -3.05285 1.82244
79 H 0.84084 0.42672 3.26438
80 H 4.11965 -8.13959 2.12223
81 H -0.59582 6.97513 -1.01012
82 O -0.58968 2.79281 0.64265
83 O 0.00942 7.28468 -5.48206
84 H -3.79798 3.29064 -1.22683
85 H -0.05198 -2.08813 2.95694
86 H 1.27275 -1.36905 2.09436
87 H -4.26291 -4.33339 -0.56493
88 H 3.28249 -5.02526 0.94072
89 C 1.84936 -2.90461 -0.73119
90 O -3.61842 2.70733 0.76416
91 C 1.82438 -2.49225 3.73769
92 O 4.50138 -5.94840 4.16587
93 H 3.33156 -8.63726 -0.01799
94 O -1.60246 -5.71388 1.55024
95 N 2.96034 -6.39364 2.46630
96 H -3.79577 -4.98633 2.58706
97 H 1.70822 -7.54970 4.29725
98 H -5.96969 -4.00580 0.87095
99 N 0.93519 -3.35502 1.58211
100 H 3.48676 -6.94563 -0.49114
101 H 4.57979 -0.90973 -0.77844
102 H -3.05770 5.30592 -0.23864
103 C -0.45128 5.78699 -2.81014
104 C -2.34658 -4.64822 1.05782
105 C -2.23983 8.38433 -6.53906
106 O -0.99869 9.00925 -3.19591
107 H -3.78836 0.94623 -2.13601
108 H 5.79307 1.37130 2.81489
109 C -3.07473 5.84755 0.71253
110 P -0.77017 7.88208 -4.37156
111 C 3.72130 1.69196 2.27560
112 H -1.01596 -4.70307 -3.20985
113 O -2.10761 1.58408 2.11013
114 H 1.57177 -3.11654 -1.76315
115 H 0.88309 7.24573 -1.92916
116 C -3.39893 1.17041 -1.14362
117 H 1.03566 11.58239 -4.07010
118 H -0.34633 10.68401 -2.22799
119 C 3.44229 -6.40514 3.81861
120 H -6.42505 -2.75499 1.99913
121 H 5.32759 3.05298 2.79911
122 H 0.32476 5.42415 -3.48985
123 H -0.59266 11.21940 -4.67903
124 C -1.04062 0.64992 2.23217
125 C -2.80517 7.07528 -7.05576
126 H 2.05203 -7.41817 0.35863
127 H -0.54519 0.51102 1.26846
128 H -2.91406 9.20123 -6.80244
129 P -2.01121 2.83383 1.06854
130 H 2.11304 -6.36766 5.53422
131 H -4.03497 5.64979 1.18772
132 H -5.11801 2.32884 -0.57172
133 H 3.43217 -1.19536 2.00301
134 C -5.73119 -3.58147 1.84745

***

# 3
# C23H41F2O9S

3 unconnected molecules or ions with the total composition C23H41F2O9S (ωB97M-V/def2-TZVPD, OMol25).

Results
Highest occupied orbital energy, eV: -12.9461
Charge: +1
Total energy, hartree: -2175.8376
Orbital gap, eV: 10.69

Geometry (Å):
1 H -3.54979 0.22912 -0.68531
2 H -2.05783 0.91979 -2.24430
3 C -0.79546 4.52890 0.42532
4 H -2.49659 1.21308 0.28470
5 H -1.37777 -3.31694 1.71272
6 H -1.48728 3.92656 -0.16499
7 H 2.05188 0.75938 4.39758
8 C 1.13930 3.58899 -1.00734
9 H 1.88868 -3.55980 3.32924
10 H 0.70052 -4.22940 1.51219
11 O -5.28344 -2.28513 -4.02675
12 F -5.12637 -3.89998 -5.59564
13 O -4.67314 -0.98501 -2.29448
14 H -0.21771 4.64944 2.49577
15 C 0.77806 -3.14518 1.51490
16 H -1.29564 5.48464 0.57263
17 H -2.42464 -0.52672 1.72651
18 H -0.28301 2.55579 -5.65447
19 H -1.52387 3.53189 2.19358
20 H 2.78889 -2.69741 2.10526
21 O 3.40702 -4.45739 6.18344
22 C -0.94725 -1.56128 0.58421
23 C 1.69828 -0.41070 2.64458
24 H -3.08236 -1.65731 0.58716
25 C 1.81412 -2.77165 2.58610
26 H 3.89033 -2.46354 5.86130
27 H 0.37332 0.69737 3.87869
28 H 1.63288 2.90374 -0.32108
29 F 6.61129 -3.51112 5.35171
30 H -2.45736 -2.58203 -5.52615
31 O 1.07807 3.23668 -4.24705
32 C -1.04043 4.38568 -4.75348
33 H -0.27432 1.39386 0.00255
34 H 1.88827 3.90606 -1.73267
35 C -2.55047 0.27298 -0.27203
36 C -1.56133 0.37663 -1.43556
37 C 0.09011 3.50115 -5.25865
38 C -0.57560 3.89300 1.80176
39 C 3.99975 -5.59516 5.73645
40 H -0.15787 -0.80675 0.57320
41 H 1.82934 1.75385 -3.11092
42 H -2.98045 -3.80057 -4.33444
43 O -3.12928 -1.83209 -3.70581
44 H 0.28094 1.34786 -3.91441
45 C -0.26142 1.11031 -1.04798
46 C -0.62088 -2.53151 1.71332
47 C 0.51456 4.79843 -0.31401
48 H 1.24827 5.11221 0.43079
49 O 5.24194 -5.30941 5.24427
50 H -1.79088 3.80278 -4.22142
51 C -2.31138 -0.89581 0.70632
52 C -3.18196 -2.81355 -4.75150
53 H 0.63272 4.00544 -6.05226
54 H 0.62731 0.49854 -1.20350
55 H 4.84796 -3.29804 7.11205
56 C 0.87145 2.14236 -3.45363
57 O 3.50702 -6.66727 5.75180
58 H -0.87683 -2.10238 -0.36066
59 H 0.43027 5.62678 -1.01324
60 H -0.63023 5.10725 -4.04925
61 O 1.54889 -1.56015 3.30483
62 H 1.15793 -2.82786 0.54735
63 C -4.62451 -2.71166 -5.20774
64 H 0.13687 3.06924 1.76778
65 H -1.51394 4.90826 -5.57771
66 S -0.07594 2.64843 -1.95210
67 H -0.70942 -2.02565 2.67282
68 C 5.34297 -3.90895 5.10051
69 H 5.08984 -3.64127 4.07218
70 H -1.30644 -0.58963 -1.85892
71 C -4.39181 -1.63476 -3.24447
72 H 1.53274 1.67690 2.96027
73 C 4.36690 -3.39995 6.13867
74 C 1.40180 0.76273 3.52788
75 H -4.80392 -1.97893 -5.99629
76 O 2.00836 -0.33417 1.47780

***

# 4
# C2H2Cl2Si

2 unconnected molecules or ions with the total composition C2H2Cl2Si (ωB97M-V/def2-TZVPD, OMol25).

Results
Highest occupied orbital energy, eV: -9.3696
Charge: 0
Total energy, hartree: -1287.2282
Orbital gap, eV: 8.23
Energy relative to the best compared isomer or geometry (same formula, charge and spin), kJ/mol: 244.3

Geometry (Å):
1 Cl 1.15718 -3.70748 -0.90754
2 H 2.64950 -1.41237 1.73542
3 H -1.07319 0.94458 -0.39504
4 C 0.20337 -0.74572 -1.25997
5 Si 1.25755 -1.98213 -2.16720
6 C -0.52326 0.11125 -0.80665
7 Cl 2.09582 -0.26478 1.41093

***

# 5
# C3H4BrO3S

A gas-phase ion, C3H4BrO3S (charge -1) (ωB97M-V/def2-TZVPD, OMol25).

Results
Highest occupied orbital energy (spin up / spin down), eV: -4.2263 / -4.4537
Charge: -1
Total energy, hartree: -3314.6123
Orbital gap (spin up / spin down), eV: 7.27 / 7.50
Energy relative to the best compared isomer or geometry (same formula, charge and spin), kJ/mol: 242.2

Geometry (Å):
1 H -1.00176 0.68793 -1.34352
2 H 0.13485 -1.50952 -0.68638
3 O 1.71959 2.03770 0.38386
4 C -1.47500 -0.08965 -0.76486
5 H -0.31003 0.42774 1.67024
6 C 0.09145 0.01636 0.76116
7 S 1.59506 0.63637 0.01462
8 H -1.13898 -1.78810 0.56864
9 O 1.46918 0.39045 -1.41780
10 C -0.56839 -1.04653 0.00417
11 O 2.53159 -0.25127 0.71044
12 Br -3.04756 0.48853 0.09943

***

Which of these has the lowest charge? C3H4BrO3S

***

Which of these has the lowest charge? C3H4BrO3S

***

Among the records above, which one has the lowest charge? C3H4BrO3S

***

What is the formula in the first record? C10H11BrF2N2